Here is 14 unconnected molecules or ions with the total composition C42H112O14 from the OMol25 dataset. Energies are from ωB97M-V/def2-TZVPD.

Atoms and positions in Å:
C  12.4217  18.1686  14.9601
C  13.5254  8.6743  15.5822
H  12.9259  10.6382  11.3547
H  14.6994  13.6357  18.2982
C  7.1916  13.1273  13.3373
C  7.2984  12.9741  14.8435
H  8.0141  13.7314  12.9532
O  17.3521  14.5167  12.0287
H  10.9623  7.8206  11.4619
C  13.9625  12.0475  19.5585
H  17.5503  20.4218  13.2688
C  9.9036  13.8049  10.2949
H  11.2548  12.4246  8.3628
H  7.2903  9.5197  15.0422
C  16.2605  18.9221  13.3516
H  9.4888  9.0766  17.2795
C  9.2524  14.6180  19.2193
H  11.3835  17.9846  14.6487
C  12.4807  13.3289  13.7034
C  11.4341  17.4371  10.2952
C  16.3684  17.5293  13.9354
O  14.0061  10.9552  8.2567
C  15.0704  12.9433  19.0351
H  11.8288  14.9997  14.8801
H  15.4369  19.4807  13.8174
H  9.7917  9.9135  10.7334
C  9.2671  8.6974  15.1517
H  12.3376  15.6920  11.0988
H  8.3303  8.1960  8.7273
C  7.3992  11.7546  12.6779
C  13.6067  8.7301  14.0697
H  17.9292  12.5548  14.6608
C  7.7583  8.5366  15.0688
O  12.5809  9.5561  13.4579
H  13.3661  7.4767  12.3329
C  12.6099  14.2291  14.9322
H  16.8430  13.1596  9.6481
H  12.9291  18.9045  14.3441
H  15.7532  10.6070  15.3935
H  10.5794  9.3152  13.7759
C  9.3471  8.9442  10.4483
C  15.3782  10.0346  10.0133
C  9.8310  13.5726  18.2174
H  17.1670  16.9829  13.4603
H  15.3282  9.5484  10.9934
H  16.3786  13.4469  13.3457
H  10.7766  19.4442  9.8266
H  12.0898  19.7297  16.4337
H  10.2974  12.9610  6.9672
C  15.2044  14.8926  11.0682
H  12.4602  6.9189  13.8283
H  13.1657  12.6911  19.9901
H  10.5380  16.3843  18.8863
H  5.8536  13.8551  12.1007
H  14.1963  6.6864  13.6922
H  10.3559  13.5908  13.4002
H  12.8000  10.4581  13.6630
O  17.5353  19.5528  13.6657
H  16.2906  12.0665  16.4194
H  16.7549  14.6829  8.6934
H  7.5001  7.9551  14.1837
C  11.0560  12.7612  13.5111
C  16.5552  11.2971  15.6752
H  7.1083  13.9699  15.2377
O  13.3535  12.1829  13.7422
C  9.6681  9.5824  16.3352
H  11.5699  18.3452  18.0028
H  15.8802  12.3728  18.5911
H  16.3247  10.5669  12.9896
H  16.9374  16.0603  10.7033
C  17.2873  10.9699  13.2908
H  9.7004  16.3319  20.3720
H  10.7650  12.0527  14.2619
H  15.4473  13.5712  19.8416
C  13.9416  18.7313  16.8903
C  8.8148  9.1315  9.0334
H  14.5335  8.5748  16.0089
H  14.9850  15.3265  12.0479
C  10.5468  7.9763  10.4524
H  13.9116  19.0971  17.9034
C  13.4310  11.1413  18.4634
H  12.6580  10.4924  18.8626
O  7.9847  15.1147  18.7886
H  14.4693  10.4877  7.5527
H  6.5404  11.0909  12.8117
H  13.8517  10.7532  21.0387
C  11.8568  16.5800  11.4935
O  8.2498  8.5949  11.2261
H  9.6080  9.3833  8.2986
O  15.9704  12.8733  14.0294
O  14.5288  11.2761  20.6118
H  15.8402  10.9982  10.1263
H  18.2754  14.2420  9.4851
H  14.6560  15.4593  10.3224
H  9.6398  14.7326  10.8061
H  17.7169  11.4816  12.4311
H  16.5813  17.6105  15.0228
O  9.6107  9.3048  13.8938
H  10.8904  13.5567  10.6875
H  9.0703  10.5159  16.3658
H  15.4192  16.9556  13.8750
H  9.2115  12.9948  10.4904
H  10.7508  9.8364  16.3040
H  8.2052  12.4670  15.1956
C  10.2414  15.6880  19.6738
C  11.0655  18.8338  10.6997
H  9.0374  12.8510  18.0053
H  17.9951  10.1881  13.5615
O  5.9380  13.6678  13.0419
H  10.1188  14.0587  17.2817
H  14.2886  12.4695  13.8273
H  14.8107  13.8793  10.9891
H  13.1483  11.7675  17.6146
H  12.6514  13.9071  12.7785
H  12.8763  17.1895  14.9432
O  8.5587  14.5210  8.4899
H  12.8225  7.9088  15.9130
H  15.9161  19.9137  11.4374
C  16.0217  18.9032  11.8409
H  12.1623  11.0841  9.8231
H  8.1111  9.9586  9.0333
H  16.0628  9.5275  9.3339
H  10.3125  6.9605  10.1160
H  13.5330  9.1979  9.2336
H  11.0270  12.2938  12.5140
C  9.8908  14.0423  8.8178
H  8.4638  8.7232  12.1747
C  17.1626  14.2120  9.5890
H  8.9884  14.0435  20.1113
H  18.3033  14.4906  11.8949
C  12.5043  18.6959  16.3819
H  9.6000  11.9415  8.2820
H  10.2204  18.8232  11.3876
H  15.0990  18.3446  11.5915
H  17.2822  10.7089  16.1630
H  13.5995  14.6837  14.8312
H  11.3153  8.3691  9.7965
H  14.4618  17.7710  16.8725
H  10.6428  12.9922  18.6783
H  14.5339  19.4212  16.2980
H  9.8049  7.7210  15.2110
C  10.2783  12.7770  8.0376
H  8.4294  14.4727  7.5321
H  7.3793  7.9464  15.8988
H  13.5973  11.9759  10.4860
C  13.9763  10.1850  9.4465
H  12.5936  17.1253  12.1018
H  14.5508  9.2130  13.7742
H  14.2010  10.4469  18.1158
H  11.9462  19.2904  11.1763
H  10.6408  14.7917  8.5364
C  16.6994  14.9868  10.8173
H  11.1458  15.2993  20.1242
H  8.1306  15.7625  18.0872
O  12.5901  17.4526  9.4463
H  10.6060  16.9833  9.7265
C  17.0199  11.9623  14.4120
H  6.4708  12.3688  15.2399
H  8.2821  11.2264  13.0361
H  12.4614  18.0157  8.6813
C  13.1209  11.0034  10.3572
H  16.8852  18.4245  11.3474
H  13.1922  9.6539  15.9502
C  13.3827  7.3712  13.4290
O  11.6231  17.8832  17.1564
H  12.5616  13.7038  15.8790
H  11.0474  16.3498  12.1895
H  7.5167  11.9008  11.5793

Atomic forces in eV per Å
-0.476 0.194 0.564
0.161 0.973 0.099
0.139 -0.592 0.110
-0.312 0.156 -0.497
1.055 -2.163 0.017
-0.914 0.216 0.152
0.014 0.560 0.141
-0.360 -0.092 -0.254
-0.069 0.425 -0.245
0.184 0.099 0.056
-0.025 0.332 -0.165
0.208 0.469 0.211
0.268 0.229 -0.154
-0.092 -0.058 -0.043
0.489 0.120 -0.327
-0.053 -0.220 0.135
0.409 -1.303 0.066
0.218 0.524 0.023
-1.243 -1.033 -0.021
0.184 -0.358 -0.126
-0.840 0.082 1.164
0.038 0.202 -0.800
-0.103 0.260 0.526
0.279 -0.090 0.161
0.153 -0.044 0.154
-0.315 0.022 0.371
0.193 0.196 -0.332
-0.104 -0.337 0.194
-0.058 0.285 -0.095
-0.263 0.206 -1.146
-0.716 0.277 -0.963
-0.389 -0.214 -0.354
0.316 -0.725 0.115
-0.307 -1.380 0.555
-0.220 -0.158 0.422
0.417 0.124 -1.085
0.065 0.364 -0.083
0.029 -0.283 -0.561
-0.372 0.331 0.467
-0.053 0.062 0.074
1.344 0.445 -1.122
-0.024 -0.423 -0.077
-0.674 0.451 0.558
0.233 -0.275 -0.188
0.214 -0.109 -0.211
-0.386 -0.071 0.151
0.121 -0.187 0.289
0.371 -0.386 -0.249
-0.021 -0.084 -0.155
0.053 0.089 -0.078
0.144 0.284 -0.396
0.159 -0.289 -0.382
0.071 -0.343 -0.402
0.178 -0.120 0.060
-0.037 0.034 -0.033
-0.157 -0.004 0.460
0.167 1.335 0.159
-0.771 -0.540 -0.007
-0.477 -0.386 -0.446
-0.094 -0.160 -0.017
-0.048 0.220 -0.183
0.862 0.715 -1.280
-0.916 0.516 -0.049
0.549 0.053 0.599
-0.046 0.686 0.108
0.413 0.417 -0.170
-0.211 -0.393 0.092
0.102 -0.158 0.108
-0.022 -0.337 -0.076
0.090 -0.347 -0.011
0.141 0.560 -0.082
0.209 -0.163 0.353
-0.224 -0.270 0.499
0.214 -0.169 0.105
-0.356 -0.126 -0.028
0.437 -0.138 -0.313
-0.325 -0.529 0.000
-0.108 -0.146 -0.060
-0.427 -0.634 0.753
0.282 0.145 0.521
0.401 0.056 0.107
-0.605 0.166 -0.256
0.561 0.377 -0.141
-0.013 -0.064 0.174
-0.037 0.149 0.151
-0.275 -0.133 0.041
0.081 0.583 -0.077
-0.204 -0.237 1.219
-0.286 -0.242 0.494
0.916 0.268 -0.454
0.460 0.103 0.136
-0.048 0.740 0.317
-0.753 -0.029 0.138
0.010 0.287 -0.143
-0.425 -0.162 0.114
-0.064 0.096 -0.158
0.063 -0.053 -0.618
0.333 -0.008 0.083
0.079 -0.245 -0.317
0.367 -0.402 -0.223
0.484 0.369 -0.262
-0.193 -0.050 0.461
-0.648 -0.074 -0.067
0.059 0.629 -0.256
-0.915 0.881 -0.388
0.045 0.595 -0.123
0.014 0.115 -0.118
-0.149 -0.121 0.217
-0.644 0.544 -0.012
0.255 -0.149 0.055
-0.170 -0.071 0.015
0.216 -0.201 0.297
-0.517 -0.315 -0.017
0.394 0.049 0.343
0.564 -0.215 -0.239
0.610 -0.268 -0.053
0.190 -0.017 0.183
0.015 -0.018 0.038
0.064 -0.343 -0.010
0.096 0.419 0.435
-0.320 -0.071 -0.082
-0.130 -0.534 0.041
-0.334 0.167 -0.230
0.060 0.175 0.189
0.020 -0.313 0.436
0.169 -0.276 -1.018
0.110 -0.023 -0.573
0.652 -0.006 0.210
0.001 0.020 0.059
0.061 0.034 -0.094
-0.539 0.240 -0.621
-0.047 0.373 -0.270
0.025 0.079 0.103
0.412 0.204 0.100
1.237 -0.763 0.238
-0.052 0.303 0.431
0.244 0.133 -0.023
-0.320 -0.116 -0.027
0.076 0.412 -0.254
0.053 0.219 -0.116
-0.498 0.432 0.113
-0.586 -0.203 0.714
0.150 -0.019 0.278
-0.081 0.182 0.334
-0.183 0.189 -0.211
0.755 -0.286 0.202
0.011 -0.029 -0.304
0.085 -0.493 0.007
0.259 0.264 0.075
-0.355 0.029 -0.028
-0.164 0.284 0.125
0.078 0.145 0.207
0.038 -0.270 0.153
-0.014 -0.094 0.017
0.370 -0.276 0.176
0.079 -0.112 0.343
0.621 0.321 0.396
-0.002 -0.008 -0.374
0.115 0.160 0.076
-0.270 0.144 -0.042
-0.967 0.277 -0.147
-0.362 0.124 0.120
-0.122 -0.187 -0.036
0.734 -0.196 0.032
0.420 0.217 0.580
-0.148 -0.259 0.063
-0.156 -0.182 -0.330
-0.077 -0.236 0.548

Values from the calculation:
Energy (Ha): -2720.76032
Orbital gap (eV): 9.8
Highest occupied orbital energy (eV): -9.462